Record 1
Formula: C11H15N2O2
Source: the Open Molecules 2025 dataset
Level of theory: the ωB97M-V functional and the def2-TZVPD basis

Geometry as ORCA input:
```
! wB97M-V def2-TZVPD RIJCOSX def2/J DEFGRID3
* xyz 1 3
H -2.6337 0.8458 -1.4143
H -2.7867 -2.9966 -0.3262
H -1.8468 -3.2392 1.2056
C 3.1599 0.3902 -0.7253
H 4.2375 0.0947 1.9797
H -2.9018 0.4388 1.5913
H -0.3395 0.6334 -2.2253
H -0.6060 3.6840 0.0082
C -0.8769 -1.8408 -0.1122
C 2.7877 -0.2327 0.4148
H -2.8118 -1.7768 0.8832
C -1.0193 2.7761 -0.2802
C -2.3515 0.8070 0.6691
N 1.0280 0.1455 -0.7845
H -1.7583 2.7149 1.6608
C -0.2377 0.0970 -1.3166
H -0.8452 2.5634 -1.2969
C -2.5468 0.0606 -0.5952
C -2.1801 -2.4985 0.4862
O 1.4242 -0.2609 0.3899
H 4.2326 0.4738 -1.0105
H 2.9070 -1.1270 2.4212
C 3.6035 -0.7355 1.5428
H 1.9261 1.2410 -2.3859
N -1.1993 -0.6264 -0.7045
C 2.0985 0.7315 -1.4667
O 0.2093 -2.3375 -0.0401
H -3.3482 -0.7242 -0.5295
C -1.7024 2.1130 0.7368
H 4.3777 -1.4149 1.2242
*
```

As for the LUMO energy (alpha / beta): -3.3853 / -4.9037 eV. The molecular weight comes out at 207.25 Da. Its max |F| is 0.08979 hartree/bohr. For the HOMO-LUMO gap (alpha / beta), the calculation gives 7.363 / 8.674 eV.

***

Record 2
Formula: C11H15N3
Source: the Open Molecules 2025 dataset
Level of theory: the ωB97M-V functional and the def2-TZVPD basis

Geometry as ORCA input:
```
! wB97M-V def2-TZVPD RIJCOSX def2/J DEFGRID3
* xyz 0 1
C 3.4891 -0.1063 -1.0157
H 4.3386 -1.9671 -0.3983
H -3.7971 0.5521 -1.5488
C 1.6262 -0.5239 1.0497
C -3.6178 0.1196 -0.5707
H -3.1531 -2.4165 0.2692
H 2.5973 -2.1829 1.5292
H -2.4733 -1.2483 1.5258
C -0.5463 1.2713 1.3623
C 1.5521 0.6665 0.2723
H 1.0110 -0.5766 1.8826
C 0.4988 1.5413 0.4588
H -1.0652 0.2319 -1.9833
C -1.2546 -0.4613 -1.0681
H -1.3584 -2.1605 0.6655
H -3.4935 0.8633 0.2352
H -0.3272 -1.0927 -0.7867
H 1.1296 3.0720 -0.7132
C 3.5617 -1.2628 -0.2328
C 2.5815 0.8070 -0.7479
C 2.6594 -1.3561 0.8346
H -0.3980 3.2735 0.1420
N 0.3430 2.7936 -0.1521
C -2.3801 -1.6608 0.5529
H 4.2159 0.1589 -1.6519
H -4.4602 -0.4910 -0.2694
N -2.4194 -0.7124 -0.4703
N -1.4663 1.1517 2.0539
H 2.6063 1.7164 -1.2250
*
```

As for the LUMO energy (alpha / beta): -0.5876 / 0.8547 eV. The molecular weight comes out at 189.26 Da. Its max |F| is 0.11338 hartree/bohr. For the HOMO-LUMO gap (alpha / beta), the calculation gives 4.759 / 7.335 eV.